Density functional theory data (wB97M-V/def2-TZVPD) for C4H11NO2S in the gas phase at a distorted geometry.

Geometry (Å):
H 1.036 -1.124 1.669
H 1.279 -0.399 -1.161
H -2.752 -1.811 -0.205
H 1.723 1.974 -0.250
N -2.282 -1.065 0.195
C 1.345 -1.286 0.698
C -2.934 1.209 -1.654
O -0.323 0.439 0.017
H 1.001 -2.113 0.111
H -2.307 1.424 -2.558
S -1.542 -0.083 -0.973
H 3.057 0.947 0.127
C 1.068 0.009 -0.087
H -1.699 -1.395 0.941
O -1.081 -1.021 -1.943
H -3.022 2.118 -1.155
C 2.008 1.208 0.302
H 2.431 -1.604 0.813
H 1.942 1.336 1.399

strongest force on any atom: 0.111 hartree/bohr
molar mass: 137.20 g mol⁻¹
energy relative to the best compared isomer or geometry (same formula, charge and spin): 544.4 kJ/mol
gap between HOMO and LUMO: 9.1 eV

Löwdin atomic charge list, values in e, 8 entries:
1. H 0.050
2. H 0.154
3. H 0.031
4. H 0.018
5. N -0.084
6. C -0.063
7. C -0.108
8. O -0.305

Density functional theory data (wB97M-V/def2-TZVPD) for 2 unconnected molecules or ions with the total composition C4H11NO2S at a distorted geometry.

Geometry (Å):
H 2.232 -1.593 -0.410
C -0.294 -0.920 -0.081
H -2.223 -0.581 0.112
H -0.030 -2.897 0.771
N 0.544 -1.046 -1.048
H -2.019 2.100 -0.428
S 3.010 0.401 0.455
H -1.159 0.277 1.206
C -1.314 1.304 -0.695
O 2.990 -1.167 0.006
C -0.005 -1.873 1.027
O 3.339 1.421 -0.774
H 0.453 -0.493 -1.904
H -0.274 1.616 -0.595
H -1.662 1.039 -1.663
H 1.013 -1.571 1.296
H -0.813 -1.661 1.833
C -1.306 0.093 0.226
H 4.259 1.521 -0.850

strongest force on any atom: 0.098 hartree/bohr
molar mass: 137.20 g mol⁻¹
energy relative to the best compared isomer or geometry (same formula, charge and spin): 257.7 kJ/mol
gap between HOMO and LUMO: 9.1 eV

Löwdin atomic charge list, values in e, 8 entries:
1. H -0.016
2. C -0.461
3. H 0.159
4. H 0.069
5. N 0.108
6. H 0.078
7. S 0.849
8. H 0.070

Density functional theory data (wB97M-V/def2-TZVPD) for 2 unconnected molecules or ions with the total composition C4H11NO3.

Geometry (Å):
H 0.341 -1.757 0.560
H 1.150 1.770 0.261
C -1.920 0.648 -1.872
H -1.430 -1.200 -0.988
H -0.228 2.215 -0.533
H 0.635 0.007 -1.193
H -1.257 0.395 -2.716
H 0.087 -0.481 1.746
H 3.510 -1.310 2.927
N 0.160 1.597 0.163
C 0.036 0.195 -0.284
H -2.073 -0.007 0.188
H 2.269 -1.013 1.746
O 2.640 -1.729 2.952
C -1.406 -0.157 -0.660
H -1.840 1.737 -1.743
C 0.569 -0.706 0.797
O 1.941 -0.496 0.885
O -3.185 0.294 -2.238

strongest force on any atom: 0.015 hartree/bohr
molar mass: 121.14 g mol⁻¹
energy relative to the best compared isomer or geometry (same formula, charge and spin): 93.8 kJ/mol
charge: -1
gap between HOMO and LUMO (alpha / beta): 6.8 / 4.5 eV
2S+1: 2

Löwdin atomic charge list, values in e, 8 entries:
1. H 0.117
2. H 0.065
3. C -0.338
4. H 0.116
5. H 0.036
6. H 0.136
7. H 0.141
8. H 0.120

Density functional theory data (wB97M-V/def2-TZVPD) for 2 unconnected molecules or ions with the total composition C4H11NO3 at a distorted geometry.

Geometry (Å):
N -2.349 -0.528 -1.341
H -2.723 1.559 0.299
H 4.050 0.543 0.774
H 3.760 1.019 -0.896
H 4.093 -0.692 -0.503
H -0.183 -1.536 0.402
O 1.483 1.123 0.256
O -1.102 -1.332 0.650
H -0.841 0.295 -0.745
C -2.371 0.692 0.853
C 2.145 -0.011 0.032
C 3.612 0.223 -0.169
C -1.552 -0.212 -0.047
H 0.529 0.956 0.392
H -3.265 -0.869 -1.067
O 1.606 -1.093 -0.002
H -3.228 0.139 1.235
H -1.773 1.021 1.702
H -1.893 -1.295 -1.825

strongest force on any atom: 0.067 hartree/bohr
molar mass: 121.14 g mol⁻¹
energy relative to the best compared isomer or geometry (same formula, charge and spin): 99.2 kJ/mol
gap between HOMO and LUMO: 10.2 eV

Löwdin atomic charge list, values in e, 8 entries:
1. N 0.028
2. H 0.080
3. H 0.094
4. H 0.091
5. H 0.090
6. H 0.057
7. O 0.111
8. O -0.027